[1]
ORCA calculation (ωB97M-V with the def2-TZVPD basis set) on a structure of composition C27H36N3O7PPdS.

Computed properties:
Energy above the lowest of the compared OMol25 structures with the same formula, charge and spin ... 1.836 eV
Kohn-Sham gap ... 0.1430 hartree
HOMO ... 0.5 eV
Total energy ... -2608.9586 a.u.

```
! wB97M-V def2-TZVPD RIJCOSX def2/J DEFGRID3
* xyz -2 1
Pd -0.281 -0.649 -0.386
S 4.628 -0.632 0.000
C 4.308 1.070 0.132
C 5.223 2.099 0.201
C 4.751 3.401 0.304
C 3.380 3.648 0.338
C 2.460 2.620 0.281
C 2.906 1.298 0.182
N 2.149 0.182 0.153
C 2.837 -0.914 0.060
C 2.325 -2.239 -0.049
C 3.195 -3.329 0.115
C 2.737 -4.618 -0.036
C 1.389 -4.829 -0.297
C 0.517 -3.752 -0.376
C 0.940 -2.422 -0.330
H 6.284 1.883 0.185
H 5.455 4.224 0.362
H 3.034 4.674 0.398
H 1.398 2.803 0.321
H 4.234 -3.141 0.380
H 3.416 -5.462 0.063
H 1.018 -5.844 -0.414
H -0.539 -3.974 -0.500
C -6.422 -1.150 0.814
C -5.113 -0.967 0.050
O -4.100 -1.634 0.740
P -2.474 -1.499 0.181
O -2.813 -2.448 -1.128
C -2.023 -2.292 -2.296
C -2.868 -2.589 -3.527
O -1.916 -2.544 1.280
C -2.586 -3.733 1.623
C -3.376 -3.561 2.917
H -7.213 -0.543 0.374
H -6.268 -0.847 1.849
H -6.724 -2.197 0.798
H -4.889 0.106 -0.030
H -5.201 -1.363 -0.974
H -1.172 -2.984 -2.254
H -1.623 -1.268 -2.335
H -3.304 -3.587 -3.459
H -2.242 -2.536 -4.416
H -3.676 -1.865 -3.615
H -1.819 -4.506 1.763
H -3.248 -4.034 0.804
H -2.698 -3.268 3.715
H -3.877 -4.486 3.205
H -4.112 -2.776 2.778
O 0.725 0.175 -2.808
H 0.045 0.859 -2.854
H 0.617 -0.166 -1.857
C -1.663 4.819 0.125
C -2.433 4.528 1.410
C -2.928 3.065 1.473
C -3.658 2.832 2.803
C -4.380 1.492 2.823
C -3.889 2.876 0.327
O -5.030 3.318 0.312
N -3.375 2.215 -0.727
C -2.114 1.531 -0.784
O -1.866 1.007 -1.866
N -1.335 1.535 0.277
C -1.659 2.155 1.420
O -0.981 2.102 2.433
H -1.264 5.834 0.126
H -2.316 4.708 -0.740
H -0.838 4.119 0.015
H -3.302 5.195 1.477
H -1.794 4.703 2.282
H -4.378 3.639 2.964
H -2.907 2.851 3.595
H -5.211 1.502 2.121
H -4.775 1.282 3.816
H -3.698 0.690 2.547
H -3.974 2.078 -1.534
*
```

***

[2]
ORCA calculation (ωB97M-V with the def2-TZVPD basis set) on a cluster of 2 separate species, C4H13N4 in total.

Computed properties:
Energy above the lowest of the compared OMol25 structures with the same formula, charge and spin ... 1.935 eV
Kohn-Sham gap ... 0.3051 hartree
HOMO ... -11.7 eV
Total energy ... -378.9646 a.u.

```
! wB97M-V def2-TZVPD RIJCOSX def2/J DEFGRID3
* xyz 1 1
C 0.062 -0.954 -2.040
C 0.423 -2.017 -1.241
N 0.493 -1.958 0.233
N -0.006 -1.077 -3.443
H -0.008 0.076 -1.657
H 0.562 -3.002 -1.699
H 0.890 -2.832 0.535
H -0.485 -1.931 0.559
H 0.924 -0.876 -3.864
H -0.624 -0.344 -3.765
C -1.794 2.442 1.588
N 1.312 0.469 1.580
C 0.035 0.801 1.696
N -0.402 2.018 1.550
H -1.972 3.238 2.336
H -2.442 1.589 1.785
H -2.052 2.878 0.594
H 1.947 1.214 1.358
H 1.485 -0.447 1.258
H -0.662 0.022 1.886
H 0.305 2.623 1.219
*
```

***

- Look up the energy above the lowest of the compared OMol25 structures with the same formula, charge and spin of the second one.
  1.935 eV

***

- What is the Kohn-Sham gap in the second record?
  0.3051 hartree

***

- Which value of total energy does entry 1 give?
  -2608.9586 a.u.